Entry 1:
A molecular structure, C11H11N. Source: the Open Molecules 2025 dataset; level of theory: ωB97M-V with the def2-TZVPD basis set.

Lowest unoccupied orbital energy: 0.0 eV
Frontier orbital gap: 8.63 eV
E: -480.3653 Eh
Energy above the lowest of the compared OMol25 structures with the same formula, charge and spin: 431.7 kJ/mol

Element x y z (Å)
C1 -3.40 -1.28 -0.02
C2 -2.27 -0.17 -0.15
C3 -2.41 1.18 0.10
C4 -1.18 1.85 -0.07
C5 0.08 1.13 -0.19
C6 1.40 1.85 -0.19
C7 2.55 1.04 0.00
C8 2.28 -0.28 -0.01
C9 3.62 -1.28 0.03
C10 0.04 -0.26 -0.10
C11 -1.15 -0.91 -0.10
H1 -3.05 -2.29 0.51
H2 -4.03 -1.43 -1.08
H3 -4.58 -0.93 0.55
H4 -3.35 1.58 0.42
H5 -1.15 2.92 -0.09
H6 1.34 2.96 0.18
H7 3.47 1.42 0.39
H8 4.27 -0.84 -0.71
H9 3.18 -2.28 -0.52
H10 4.25 -1.06 0.94
H11 -1.10 -1.90 0.19
N1 1.20 -1.00 -0.08

These are the natural (NBO) partial charges, in e, on atoms 1 to 2: -0.644 -0.006


Entry 2:
C11H11N2PS in the gas phase. Source: the Open Molecules 2025 dataset; level of theory: ωB97M-V with the def2-TZVPD basis set.

SMILES string: CP(c1ccccn1)c1ncccc1S
Lowest unoccupied orbital energy: 0.5 eV
Frontier orbital gap: 9.07 eV
E: -1274.7563 Eh
Energy above the lowest of the compared OMol25 structures with the same formula, charge and spin: 159.2 kJ/mol

Element x y z (Å)
C1 -0.10 1.97 1.78
P1 -0.23 1.54 -0.01
C2 1.38 0.76 -0.39
C3 1.74 0.76 -1.76
C4 2.92 0.10 -2.12
C5 3.63 -0.56 -1.13
C6 3.24 -0.36 0.22
N1 2.12 0.24 0.54
C7 -1.38 0.07 0.21
N2 -0.87 -0.85 0.98
C8 -1.58 -1.94 1.30
C9 -2.80 -2.23 0.74
C10 -3.26 -1.33 -0.17
C11 -2.62 -0.16 -0.41
S1 -3.61 1.02 -1.33
H1 -1.10 2.55 1.91
H2 -0.02 0.99 2.32
H3 0.67 2.79 1.93
H4 1.30 1.38 -2.51
H5 3.39 0.23 -3.10
H6 4.70 -0.86 -1.29
H7 3.89 -0.85 1.05
H8 -1.20 -2.50 2.04
H9 -3.35 -3.10 1.01
H10 -4.34 -1.42 -0.55
H11 -2.51 1.78 -1.26

These are the natural (NBO) partial charges, in e, on atoms 1 to 2: -0.938 0.727


Entry 3:
C11H11NO3 in the gas phase. Source: the Open Molecules 2025 dataset; level of theory: ωB97M-V with the def2-TZVPD basis set.

Lowest unoccupied orbital energy: 0.4 eV
Frontier orbital gap: 8.61 eV
E: -706.1533 Eh
Energy above the lowest of the compared OMol25 structures with the same formula, charge and spin: 296.6 kJ/mol

Element x y z (Å)
C1 3.17 -0.09 0.19
C2 2.75 -1.02 -0.74
C3 2.32 0.93 0.68
C4 1.51 -0.91 -1.36
C5 1.05 1.03 0.06
C6 0.66 0.17 -1.03
C7 -2.95 -0.39 0.10
C8 -1.14 0.94 1.26
C9 -0.20 1.88 0.21
C10 -0.72 0.46 -1.41
C11 -1.47 -0.20 0.42
N1 -0.76 -1.40 0.62
O1 -3.29 -1.63 -0.23
O2 -3.66 0.57 0.05
O3 -0.88 1.78 -1.02
H1 4.05 -0.26 0.72
H2 3.52 -1.74 -1.02
H3 2.60 1.58 1.41
H4 1.23 -1.75 -2.02
H5 -0.53 0.79 2.16
H6 -2.18 1.51 1.22
H7 -0.18 2.90 0.37
H8 -1.27 0.23 -2.27
H9 -2.60 -2.14 -0.54
H10 -1.18 -2.01 1.22
H11 0.18 -1.24 0.97

These are the natural (NBO) partial charges, in e, on atoms 1 to 2: -0.198 -0.233


Entry 4:
C11H11NO3 in the gas phase. Source: the Open Molecules 2025 dataset; level of theory: ωB97M-V with the def2-TZVPD basis set.

SMILES string: CC(=O)C1=[N+]([O-])O[C@@H](c2ccccc2)C1
Lowest unoccupied orbital energy: -0.2 eV
Frontier orbital gap: 8.95 eV
E: -706.0598 Eh
Energy above the lowest of the compared OMol25 structures with the same formula, charge and spin: 542.2 kJ/mol

Element x y z (Å)
C1 -4.53 -0.21 -0.56
C2 -3.32 0.65 -0.39
O1 -3.31 1.86 -0.66
C3 -2.10 0.13 0.22
N1 -1.76 -1.15 0.45
O2 -2.39 -2.21 0.28
O3 -0.49 -1.45 0.91
C4 0.33 -0.30 1.23
C5 1.61 -0.14 0.44
C6 2.80 0.34 1.09
C7 3.96 0.51 0.38
C8 3.99 0.26 -1.03
C9 2.84 -0.25 -1.63
C10 1.67 -0.38 -0.88
C11 -0.78 0.83 0.67
H1 -4.32 -1.10 0.05
H2 -4.49 -0.62 -1.62
H3 -5.33 0.40 -0.16
H4 0.51 -0.33 2.40
H5 2.79 0.44 2.15
H6 4.81 0.69 1.04
H7 4.97 0.28 -1.50
H8 2.82 -0.42 -2.69
H9 0.88 -0.82 -1.50
H10 -0.99 1.73 1.34
H11 -0.18 1.26 -0.04

These are the natural (NBO) partial charges, in e, on atoms 1 to 2: -0.718 0.526


Entry 5:
A molecular structure, C11H11NO6Ru. Source: the Open Molecules 2025 dataset; level of theory: ωB97M-V with the def2-TZVPD basis set.

2S+1: 6
Lowest unoccupied orbital energy (spin up / spin down): -12.0 / -17.6 eV
Frontier orbital gap (spin up / spin down): 7.24 / 2.68 eV
Total charge: +3
E: -1025.2942 Eh

Element x y z (Å)
O1 0.25 5.70 -2.97
C1 0.23 4.60 -3.22
Ru1 0.23 -0.40 -3.03
O2 0.22 0.22 -5.98
C2 0.21 -0.14 -4.85
C3 0.23 -2.08 -3.09
O3 0.24 -3.21 -2.99
C4 -1.48 0.13 -2.97
O4 -2.57 0.55 -3.06
C5 1.97 0.13 -3.06
O5 3.05 0.55 -3.13
O6 0.66 0.96 -0.77
C6 0.44 0.37 0.36
C7 0.40 1.15 1.67
C8 -0.78 0.94 2.66
C9 -0.74 -0.30 3.49
C10 -0.85 -1.59 2.68
C11 0.38 -1.76 1.72
N1 0.28 -0.99 0.48
H1 1.32 0.85 2.20
H2 0.48 2.20 1.37
H3 -0.71 1.77 3.35
H4 -1.75 1.07 2.16
H5 0.15 -0.34 4.10
H6 -1.57 -0.33 4.16
H7 -0.82 -2.49 3.34
H8 -1.74 -1.61 2.02
H9 1.33 -1.49 2.27
H10 0.51 -2.84 1.44
H11 0.46 -1.60 -0.36

These are the natural (NBO) partial charges, in e, on atoms 1 to 2: -0.430 0.447


Entry 6:
C11H11NSe in the gas phase. Source: the Open Molecules 2025 dataset; level of theory: ωB97M-V with the def2-TZVPD basis set.

Lowest unoccupied orbital energy: -0.5 eV
Frontier orbital gap: 6.30 eV
E: -2881.7687 Eh
Energy above the lowest of the compared OMol25 structures with the same formula, charge and spin: 484.7 kJ/mol

Element x y z (Å)
C1 2.57 1.08 0.93
C2 2.94 -0.31 0.88
C3 1.42 1.52 0.35
C4 1.97 -1.15 0.18
C5 0.47 0.65 -0.24
C6 0.75 -0.73 -0.30
C7 -0.70 1.36 -0.61
C8 -0.06 -1.79 -0.90
C9 -1.13 -2.21 0.17
C10 -2.59 2.89 -0.87
C11 -1.79 -0.93 0.69
N1 -1.58 2.12 -0.77
Se1 -3.54 -0.61 0.48
H1 3.19 1.78 1.46
H2 3.79 -0.67 1.29
H3 1.34 2.62 0.43
H4 2.35 -2.11 0.09
H5 -0.42 -1.49 -1.91
H6 0.45 -2.68 -1.14
H7 -1.77 -2.93 -0.32
H8 -0.47 -2.68 0.95
H9 -2.56 3.97 -0.77
H10 -3.45 2.50 -1.36
H11 -1.20 -0.20 1.29

These are the natural (NBO) partial charges, in e, on atoms 1 to 2: -0.195 -0.222


Entry 7:
A gas-phase ion, C11H11O2 (charge -1). Source: the Open Molecules 2025 dataset; level of theory: ωB97M-V with the def2-TZVPD basis set.

SMILES string: CC1=C2C([O-])=C(C)C(=O)[C@H]2CC=C1
Lowest unoccupied orbital energy (spin up / spin down): 3.6 / 3.6 eV
Frontier orbital gap (spin up / spin down): 7.05 / 7.05 eV
Total charge: -1
E: -576.2384 Eh
Energy above the lowest of the compared OMol25 structures with the same formula, charge and spin: 0.0 kJ/mol

Element x y z (Å)
C1 1.88 -1.95 0.22
C2 1.54 -0.53 -0.04
C3 0.28 -0.24 -0.32
C4 -0.89 -1.15 -0.24
O1 -0.69 -2.43 -0.16
C5 -2.01 -0.32 -0.11
C6 -3.32 -0.94 0.19
C7 -1.72 1.01 -0.19
O2 -2.44 1.94 0.06
C8 -0.19 1.16 -0.52
C9 0.73 2.16 0.22
C10 2.18 1.75 -0.10
C11 2.55 0.47 0.00
H1 1.22 -2.07 1.05
H2 2.86 -2.15 0.52
H3 1.53 -2.63 -0.50
H4 -3.92 -0.88 -0.75
H5 -3.94 -0.56 0.96
H6 -3.16 -2.00 0.27
H7 -0.25 1.45 -1.63
H8 0.62 2.08 1.38
H9 0.58 3.15 -0.07
H10 3.00 2.52 -0.18
H11 3.56 0.14 -0.06

These are the natural (NBO) partial charges, in e, on atoms 1 to 2: -0.642 -0.046


Entry 8:
C11H11OP in the gas phase. Source: the Open Molecules 2025 dataset; level of theory: ωB97M-V with the def2-TZVPD basis set.

Lowest unoccupied orbital energy (spin up / spin down): -0.3 / -1.0 eV
Frontier orbital gap (spin up / spin down): 7.43 / 7.54 eV
E: -842.1388 Eh
Energy above the lowest of the compared OMol25 structures with the same formula, charge and spin: 425.5 kJ/mol

Element x y z (Å)
C1 1.05 2.07 -3.05
C2 1.92 2.52 -2.03
C3 0.18 0.98 -2.87
C4 1.89 1.84 -0.85
C5 0.06 0.46 -1.64
C6 0.95 0.90 -0.65
C7 -0.56 -2.22 1.05
C8 0.63 -1.64 0.80
C9 -2.30 -1.49 2.87
C10 -1.90 -1.61 1.37
C11 -2.10 -0.31 2.03
O1 2.54 0.14 1.39
P1 1.16 0.03 0.99
H1 1.05 2.56 -3.94
H2 2.45 3.45 -2.17
H3 -0.50 0.82 -3.63
H4 2.44 1.94 0.01
H5 -0.75 -0.04 -1.29
H6 -0.57 -3.26 0.71
H7 1.54 -2.43 0.89
H8 -3.33 -1.69 3.17
H9 -1.65 -1.44 3.83
H10 -2.75 -2.13 0.84
H11 -1.45 0.52 2.19

These are the natural (NBO) partial charges, in e, on atoms 1 to 2: -0.174 -0.203


| no. | maximum force (eV/Å) |
| --- | --- |
| 1 | 7.29 |
| 2 | 3.58 |
| 3 | 5.06 |
| 4 | 5.20 |
| 5 | 11.42 |
| 6 | 6.17 |
| 7 | 2.97 |
| 8 | 3.78 |